Entry 1:
CrH14O8 | wB97M-V/def2-TZVPD

Output
E	-45019.6529	eV
<S²>	3.916
gap between HOMO and LUMO (alpha / beta)	6.083 / 7.463	eV

```
! RIJCOSX wB97M-V def2-TZVPD def2/J DEFGRID3
* xyz 1 4
Cr 1.517 0.836 -0.651
O -0.092 -0.192 -0.398
H -0.921 -0.568 -0.043
O 2.428 -0.438 0.583
H 3.279 -0.175 0.985
O -2.507 -0.432 -2.305
H -1.749 -0.268 -1.744
H -2.640 0.392 -2.775
O 0.615 -1.899 2.516
H -0.165 -2.454 2.498
H 0.275 -1.005 2.473
O -1.850 0.275 1.718
H -2.648 0.445 1.217
H -1.153 0.263 1.063
O 1.008 -3.045 -0.257
H 0.608 -2.353 -0.783
H 0.597 -3.852 -0.568
O 0.675 2.159 -2.007
H -0.252 2.399 -2.005
H 1.064 2.709 -2.686
O 0.854 2.138 0.865
H 0.519 2.973 0.537
H 0.539 2.091 1.767
*
```

Charge distribution, natural (NBO) scheme, values in e: number 1, Cr, carries 1.710; number 2, O, carries -1.088; number 3, H, carries 0.512; number 4, O, carries -0.845; number 5, H, carries 0.477; number 6, O, carries -0.926; number 7, H, carries 0.459; number 8, H, carries 0.462; number 9, O, carries -0.918; number 10, H, carries 0.472; number 11, H, carries 0.449; number 12, O, carries -0.936; number 13, H, carries 0.481; number 14, H, carries 0.448; number 15, O, carries -0.927; number 16, H, carries 0.459; number 17, H, carries 0.469; number 18, O, carries -0.969; number 19, H, carries 0.537; number 20, H, carries 0.536; number 21, O, carries -0.928; number 22, H, carries 0.513; number 23, H, carries 0.552

Entry 2:
CsO8S2 | wB97M-V/def2-TZVPD

Output
E	-38596.8427	eV
gap between HOMO and LUMO	4.326	eV

```
! RIJCOSX wB97M-V def2-TZVPD def2/J DEFGRID3
* xyz -3 1
Cs -0.541 -0.750 0.350
S -1.869 0.074 -2.952
O -2.557 -0.163 -4.217
O -2.754 0.675 -1.990
O -1.376 -1.180 -2.467
O -0.752 0.955 -3.196
S 1.972 0.054 2.902
O 3.380 -0.094 2.504
O 1.218 -1.204 2.617
O 1.870 0.462 4.295
O 1.408 1.171 2.154
*
```

Charge distribution, Löwdin scheme, values in e: number 1, Cs, carries 1.110; number 2, S, carries -0.044; number 3, O, carries -0.482; number 4, O, carries -0.478; number 5, O, carries -0.587; number 6, O, carries -0.456; number 7, S, carries 0.057; number 8, O, carries -0.479; number 9, O, carries -0.646; number 10, O, carries -0.476; number 11, O, carries -0.518

Entry 3:
F10H2N5Na2O21S10 | wB97M-V/def2-TZVPD

Output
E	-194839.2533	eV
gap between HOMO and LUMO	6.642	eV

```
! RIJCOSX wB97M-V def2-TZVPD def2/J DEFGRID3
* xyz -3 1
Na -0.292 0.269 -0.627
Na 0.115 1.973 -2.818
N 1.359 1.987 -0.890
S 1.375 3.305 0.246
O 1.531 4.593 -0.373
O 1.987 3.041 1.520
F -0.139 3.176 0.632
S 2.907 1.863 -0.893
O 3.461 1.041 0.157
O 3.684 2.955 -1.432
F 2.901 0.832 -2.153
N 1.796 -2.462 -4.383
S 3.466 -2.201 -4.105
O 4.399 -2.692 -5.083
O 3.976 -2.022 -2.755
F 3.462 -0.645 -4.507
S 1.231 -2.441 -2.931
O 0.625 -1.227 -2.440
O 1.910 -3.392 -2.077
F -0.130 -3.267 -3.290
N -2.078 1.582 -1.689
S -3.483 0.867 -1.201
O -4.619 0.926 -2.075
O -3.664 0.816 0.207
F -2.957 -0.610 -1.558
S -2.701 2.998 -1.453
O -2.899 3.516 -0.119
O -3.530 3.430 -2.564
F -1.313 3.810 -1.725
N -2.152 0.506 4.154
S -1.628 1.483 2.947
O -2.338 2.735 2.787
O -1.068 0.810 1.799
F -0.274 1.932 3.697
S -3.399 -0.012 3.417
O -3.213 -1.143 2.525
O -4.466 0.901 3.154
F -3.995 -0.786 4.737
N 2.372 -2.329 2.532
S 1.482 -1.093 2.500
O 0.698 -0.791 3.680
O 1.073 -0.536 1.222
F 2.661 -0.051 2.905
S 1.224 -3.466 2.157
O 1.516 -4.148 0.929
O -0.144 -3.247 2.493
F 1.654 -4.557 3.287
O -0.615 -2.420 -0.312
H -0.242 -3.306 -0.225
H -1.526 -2.503 -0.006
*
```

Charge distribution, natural (NBO) scheme, values in e: number 1, Na, carries 0.899; number 2, Na, carries 0.961; number 3, N, carries -1.251; number 4, S, carries 2.403; number 5, O, carries -0.908; number 6, O, carries -0.850; number 7, F, carries -0.474; number 8, S, carries 2.424; number 9, O, carries -0.854; number 10, O, carries -0.920; number 11, F, carries -0.531; number 12, N, carries -1.112; number 13, S, carries 2.389; number 14, O, carries -0.930; number 15, O, carries -0.871; number 16, F, carries -0.536; number 17, S, carries 2.468; number 18, O, carries -0.967; number 19, O, carries -0.889; number 20, F, carries -0.531; number 21, N, carries -1.213; number 22, S, carries 2.387; number 23, O, carries -0.889; number 24, O, carries -0.821; number 25, F, carries -0.515; number 26, S, carries 2.378; number 27, O, carries -0.824; number 28, O, carries -0.907; number 29, F, carries -0.558; number 30, N, carries -1.076; number 31, S, carries 2.413; number 32, O, carries -0.903; number 33, O, carries -0.932; number 34, F, carries -0.505; number 35, S, carries 2.424; number 36, O, carries -0.922; number 37, O, carries -0.927; number 38, F, carries -0.557; number 39, N, carries -1.095; number 40, S, carries 2.450; number 41, O, carries -0.917; number 42, O, carries -0.944; number 43, F, carries -0.537; number 44, S, carries 2.421; number 45, O, carries -0.933; number 46, O, carries -0.890; number 47, F, carries -0.535; number 48, O, carries -0.964; number 49, H, carries 0.494; number 50, H, carries 0.478

Entry 4:
F10InN3O11PS4 | wB97M-V/def2-TZVPD

Output
E	-111958.4348	eV
<S²>	1.782
gap between HOMO and LUMO (alpha / beta)	6.818 / 4.528	eV

```
! RIJCOSX wB97M-V def2-TZVPD def2/J DEFGRID3
* xyz 0 2
In -14.641 4.380 9.830
P -10.929 3.616 8.542
F -11.665 3.348 7.124
F -12.059 2.703 9.279
F -10.022 2.305 8.271
F -10.148 3.933 9.942
F -9.907 4.653 7.797
F -11.881 4.874 8.910
N -13.394 3.217 12.139
S -13.742 2.159 13.261
O -13.992 2.522 14.650
O -13.279 0.818 12.868
F -15.203 2.162 12.582
S -11.948 3.502 12.880
O -10.870 2.545 12.599
O -11.942 4.257 14.128
F -11.521 4.652 11.845
N -15.963 6.724 8.795
S -17.339 7.399 8.904
O -18.510 6.655 8.383
O -17.389 8.886 8.976
F -17.565 6.946 10.482
S -15.693 7.335 7.189
O -15.574 8.778 6.980
O -16.262 6.509 6.134
F -14.122 6.930 7.105
N -14.771 3.100 5.895
O -15.063 3.525 7.000
O -14.294 3.900 5.099
O -14.837 1.905 5.626
*
```

Charge distribution, natural (NBO) scheme, values in e: number 1, In, carries 0.954; number 2, P, carries 2.599; number 3, F, carries -0.592; number 4, F, carries -0.617; number 5, F, carries -0.570; number 6, F, carries -0.587; number 7, F, carries -0.579; number 8, F, carries -0.623; number 9, N, carries -0.729; number 10, S, carries 2.290; number 11, O, carries -0.733; number 12, O, carries -0.702; number 13, F, carries -0.501; number 14, S, carries 2.261; number 15, O, carries -0.677; number 16, O, carries -0.740; number 17, F, carries -0.463; number 18, N, carries -0.805; number 19, S, carries 2.290; number 20, O, carries -0.646; number 21, O, carries -0.638; number 22, F, carries -0.488; number 23, S, carries 2.279; number 24, O, carries -0.758; number 25, O, carries -0.780; number 26, F, carries -0.458; number 27, N, carries 0.707; number 28, O, carries -0.356; number 29, O, carries -0.122; number 30, O, carries -0.216

Entry 5:
F10K4N5NaO20S10 | wB97M-V/def2-TZVPD

Output
E	-253645.6093	eV
gap between HOMO and LUMO	6.311	eV

```
! RIJCOSX wB97M-V def2-TZVPD def2/J DEFGRID3
* xyz 0 1
Na -1.950 0.140 -1.232
K -0.473 0.403 2.190
K 4.480 3.918 -0.653
K 5.356 -1.057 -0.894
K 0.311 -3.237 -4.034
N -1.153 5.805 1.920
S -0.274 4.615 1.217
O 0.258 4.790 -0.095
O -0.678 3.296 1.653
F 1.018 4.866 2.120
S -2.293 6.154 0.863
O -3.441 5.297 0.795
O -1.814 6.770 -0.337
F -2.867 7.406 1.687
N 4.661 -1.276 4.286
S 3.279 -1.726 3.652
O 3.112 -3.146 3.475
O 2.784 -0.968 2.533
F 2.331 -1.427 4.872
S 5.733 -1.916 3.177
O 5.687 -1.404 1.825
O 6.164 -3.246 3.412
F 6.942 -1.034 3.746
N -3.313 0.020 -3.303
S -2.397 0.098 -4.563
O -2.901 0.657 -5.765
O -1.561 -1.087 -4.647
F -1.290 1.124 -4.032
S -4.309 -1.242 -3.755
O -3.849 -2.566 -3.494
O -5.106 -1.045 -4.921
F -5.357 -0.870 -2.618
N -0.942 -3.891 0.968
S -2.047 -3.694 -0.110
O -2.528 -2.331 -0.277
O -2.965 -4.764 -0.282
F -1.107 -3.874 -1.424
S -1.619 -3.260 2.337
O -3.013 -3.472 2.502
O -0.979 -2.060 2.815
F -1.002 -4.320 3.332
N 0.284 0.397 -0.351
S 1.178 -0.790 -0.720
O 2.611 -0.645 -0.714
O 0.478 -1.622 -1.660
F 0.989 -1.574 0.623
S 0.933 1.592 -1.303
O 1.053 1.253 -2.686
O 1.937 2.457 -0.773
F -0.350 2.485 -1.360
*
```

Charge distribution, natural (NBO) scheme, values in e: number 1, Na, carries 0.949; number 2, K, carries 0.971; number 3, K, carries 0.997; number 4, K, carries 0.993; number 5, K, carries 0.993; number 6, N, carries -1.110; number 7, S, carries 2.454; number 8, O, carries -0.920; number 9, O, carries -0.998; number 10, F, carries -0.520; number 11, S, carries 2.451; number 12, O, carries -0.918; number 13, O, carries -0.920; number 14, F, carries -0.508; number 15, N, carries -1.086; number 16, S, carries 2.453; number 17, O, carries -0.930; number 18, O, carries -0.983; number 19, F, carries -0.483; number 20, S, carries 2.446; number 21, O, carries -1.030; number 22, O, carries -0.870; number 23, F, carries -0.508; number 24, N, carries -1.219; number 25, S, carries 2.477; number 26, O, carries -0.866; number 27, O, carries -1.030; number 28, F, carries -0.512; number 29, S, carries 2.441; number 30, O, carries -0.891; number 31, O, carries -0.884; number 32, F, carries -0.494; number 33, N, carries -1.137; number 34, S, carries 2.487; number 35, O, carries -1.003; number 36, O, carries -0.881; number 37, F, carries -0.550; number 38, S, carries 2.474; number 39, O, carries -0.885; number 40, O, carries -0.993; number 41, F, carries -0.486; number 42, N, carries -1.246; number 43, S, carries 2.518; number 44, O, carries -0.975; number 45, O, carries -0.949; number 46, F, carries -0.470; number 47, S, carries 2.472; number 48, O, carries -0.899; number 49, O, carries -0.956; number 50, F, carries -0.468